234
Properties=species:S:1:pos:R:3:forces:R:3 method="wB97M-V/def2-TZVPD" e_tot_ha=-6030.937464 homo_lumo_gap_ev=9.55
C -5.06195 -0.33164 2.86316 -2.4 0.2 -0.1
C -4.40418 -0.25928 4.18115 3.3 0.8 0.4
O -4.49432 -1.03181 5.10759 -1.0 -0.2 -0.3
C -3.26435 0.82243 4.33849 -0.6 -1.8 0.4
H -5.59806 0.64210 2.60558 1.1 -1.0 0.1
H -5.85223 -1.09252 2.92833 0.2 0.1 -0.1
H -4.36408 -0.68146 2.09820 0.0 0.5 0.1
H -2.89465 1.27926 3.44747 0.1 0.2 -0.7
H -2.44768 0.36234 4.91960 -0.3 0.1 -0.4
H -3.69467 1.54000 4.98214 -0.4 1.2 0.7
C 1.50038 6.84289 1.07283 -1.0 0.2 0.9
C 0.27444 5.92796 1.28682 -0.2 0.4 -0.4
O -0.23645 5.39801 0.33123 -0.1 -0.3 -0.2
C -0.33427 5.77697 2.66926 1.3 0.9 -0.3
H 1.58532 7.05621 0.01832 0.1 -0.1 -0.3
H 2.41478 6.37456 1.45536 -0.2 0.2 0.0
H 1.30604 7.81235 1.58812 0.4 -0.7 -0.1
H -0.96588 4.90285 2.76923 0.1 0.0 0.0
H -0.84672 6.70581 2.91508 -0.4 0.0 -0.2
H 0.52522 5.82463 3.33276 -0.1 -0.6 0.6
C -0.03080 -2.82728 -4.62741 0.6 2.5 0.4
C -1.24936 -2.05074 -4.11695 -0.6 -0.1 -0.5
O -2.32021 -2.01509 -4.69296 0.5 -0.2 -0.4
C -1.10996 -1.38204 -2.80475 -1.5 0.3 0.7
H 0.88234 -2.57099 -4.04320 -0.6 -0.3 -0.3
H 0.13855 -2.49125 -5.64813 0.0 -0.2 -0.2
H -0.15821 -3.86412 -4.60587 -0.4 -1.6 0.0
H -0.14819 -0.98175 -2.66423 1.2 0.5 0.3
H -1.21779 -2.23359 -2.12400 0.0 0.2 0.4
H -1.90070 -0.60308 -2.58039 0.8 -1.0 -0.4
C 4.50407 -5.09861 -3.89751 1.1 -1.2 -0.1
C 3.84445 -4.78361 -2.61381 -1.1 0.3 0.5
O 2.92460 -3.98293 -2.56553 0.4 -0.2 0.1
C 4.25483 -5.51510 -1.33873 0.5 0.0 -0.7
H 3.85390 -5.01104 -4.74771 -0.6 0.1 -0.2
H 4.89580 -6.15278 -3.83946 0.0 1.2 -0.3
H 5.28913 -4.34768 -4.04839 0.3 -0.5 0.1
H 4.55072 -4.74962 -0.64640 -0.6 0.4 0.7
H 5.17067 -6.11734 -1.40023 -0.4 -0.2 -0.5
H 3.39103 -6.11705 -1.03150 0.3 0.2 0.3
C -4.91199 4.99733 0.72899 1.2 -1.1 -0.6
C -6.03172 4.23106 1.43334 -0.9 0.1 -0.2
O -6.17334 3.02052 1.45277 0.9 0.7 -0.2
C -7.10747 5.06001 2.11624 0.5 1.6 -0.5
H -4.04862 5.15523 1.40900 -0.5 -0.3 -0.2
H -5.14837 5.98302 0.36404 -0.7 0.4 0.1
H -4.51824 4.44377 -0.16637 -0.4 0.2 1.0
H -7.13557 4.81143 3.16324 0.2 0.2 0.6
H -8.08308 4.80087 1.76430 -0.6 -0.6 -0.5
H -7.03346 6.16715 1.92240 0.3 -1.1 0.5
C 2.79610 2.30794 3.61692 1.0 0.7 -0.5
C 2.42799 0.92385 3.92459 -1.5 0.5 1.6
O 2.96678 -0.01047 3.41439 0.6 -1.4 -0.5
C 1.30496 0.73844 4.97872 0.2 0.7 0.4
H 3.00488 2.83104 4.53438 0.1 0.3 0.5
H 1.94771 2.79782 3.15992 -0.2 0.2 -0.4
H 3.71743 2.33091 3.00462 -0.7 0.1 0.0
H 0.87669 1.65169 5.45782 0.8 -0.3 -0.6
H 1.63856 0.09452 5.80537 -0.1 -0.1 -0.5
H 0.45124 0.33172 4.47034 -0.3 -0.7 -0.3
C 8.17675 -1.63241 -1.43784 -1.7 -0.9 0.5
C 7.15232 -2.71370 -1.09263 0.6 0.7 -0.2
O 6.47394 -3.13562 -1.99784 -0.6 -0.5 -0.2
C 7.04804 -3.23965 0.28769 -0.2 -1.1 1.8
H 9.07415 -1.74320 -0.87763 0.8 0.1 0.3
H 7.66617 -0.69871 -1.19972 0.3 0.2 -0.2
H 8.27169 -1.81806 -2.48732 0.6 0.6 -0.7
H 6.49295 -2.60040 1.02075 0.6 0.0 -0.9
H 8.07332 -3.42154 0.71460 -1.0 0.2 -0.4
H 6.46564 -4.19233 0.28727 0.7 0.6 -0.1
C -5.18732 -5.30227 4.56078 0.1 -1.8 -0.3
C -6.33584 -5.29195 3.57961 -0.1 0.3 1.2
O -6.34451 -6.00888 2.62426 0.4 -0.9 -1.4
C -7.55778 -4.47280 3.88074 1.1 1.3 -0.1
H -4.35353 -5.89563 4.14670 -0.5 -0.1 0.2
H -5.53485 -5.77511 5.50165 0.2 0.4 -0.4
H -4.77454 -4.35855 4.75701 0.2 1.6 0.5
H -7.22975 -3.46101 4.21316 -0.3 -0.4 -0.5
H -8.02836 -4.85911 4.77220 -0.6 -0.4 0.0
H -8.13899 -4.45657 2.94769 -0.2 0.1 0.8
C 2.39676 -3.11677 5.54963 -1.2 -0.1 1.7
C 2.48033 -4.38142 4.82776 2.0 1.5 -2.1
O 1.72936 -5.28710 4.83065 -2.0 -2.0 0.6
C 3.68104 -4.34573 3.92648 1.8 0.3 -0.4
H 2.49903 -2.26799 4.95426 0.6 1.3 -1.5
H 3.17973 -3.10441 6.27234 0.7 0.1 0.7
H 1.46442 -2.96308 6.04639 -0.6 -0.2 0.5
H 3.61938 -3.57481 3.14526 -0.5 -0.1 0.2
H 3.95292 -5.27295 3.42916 -0.3 -0.2 0.2
H 4.55435 -3.98913 4.51292 -0.3 -0.4 -0.2
C -5.01779 -3.87048 -0.77235 1.0 -1.2 0.4
C -4.36975 -3.97445 0.62290 0.1 0.4 -0.2
O -4.63546 -3.14779 1.47167 0.1 -0.3 -0.2
C -3.41180 -5.11896 0.86349 1.5 1.4 2.1
H -4.41432 -4.35975 -1.58531 -0.5 0.6 0.8
H -5.24238 -2.83840 -0.95976 -0.1 0.4 -0.3
H -5.93821 -4.43999 -0.68356 -0.3 0.0 -0.1
H -2.95757 -5.16292 1.93481 -0.9 0.5 -1.8
H -2.59230 -5.07124 0.14604 0.0 0.0 -0.1
H -3.91076 -6.02293 0.74576 -1.0 -1.8 -0.5
C -3.29134 8.78210 -2.94953 -0.6 -0.1 -1.6
C -4.31840 7.71421 -2.51682 1.6 0.7 0.5
O -5.05740 7.92735 -1.58895 -0.5 0.0 0.1
C -4.25103 6.36138 -3.17425 0.5 -0.2 -0.3
H -3.39435 9.71647 -2.37614 0.0 -0.5 -0.2
H -3.49296 8.98621 -4.05175 0.2 0.0 1.2
H -2.24716 8.42248 -2.95446 -0.5 -0.1 0.3
H -3.30886 6.19959 -3.71668 -0.3 0.2 0.0
H -5.09258 6.20546 -3.84556 -0.1 0.1 -0.1
H -4.30368 5.59961 -2.40385 -0.1 -0.1 0.2
C -4.19043 1.53678 -4.27887 0.7 -2.0 1.6
C -2.88677 2.29249 -4.45461 -0.1 -0.3 -0.4
O -2.46259 3.11475 -3.66777 -0.5 -0.3 -0.2
C -2.17227 1.89214 -5.70670 0.1 -1.3 0.3
H -4.28925 1.31668 -3.20405 0.2 0.0 -0.2
H -4.26960 0.51938 -4.77211 0.3 1.5 0.1
H -5.04823 2.12744 -4.42895 -1.0 0.9 -0.8
H -1.23605 2.40199 -5.88385 0.3 -0.1 0.1
H -2.83138 2.05401 -6.53263 -0.6 0.3 -0.7
H -2.11339 0.76273 -5.69368 0.4 1.1 0.1
C 5.13927 2.15737 -0.05109 -0.6 -1.1 0.7
C 5.82963 1.11524 0.84706 -1.4 -0.1 -2.3
O 5.85719 -0.04459 0.49473 0.3 -0.2 0.3
C 6.41617 1.60268 2.07732 -0.5 1.7 1.8
H 4.79936 1.67792 -0.98173 0.4 0.3 0.2
H 5.87044 2.94268 -0.21518 -0.3 0.5 -0.1
H 4.20973 2.49462 0.47921 0.9 0.2 -0.3
H 7.47354 1.63136 2.05303 1.2 0.1 -0.3
H 6.17236 0.98329 2.90769 -0.3 -0.9 0.6
H 6.05410 2.61445 2.37062 0.3 -0.5 -0.5
C 4.06790 4.66571 -2.62827 -1.1 -0.3 -1.3
C 5.34268 4.01468 -3.12603 -0.4 1.1 -1.4
O 5.16708 2.72016 -3.67813 0.0 -1.3 -0.1
P 4.29271 2.31038 -4.94615 0.4 0.2 2.1
O 4.43504 3.24257 -6.06008 0.1 -0.7 -0.7
O 4.65815 0.76842 -5.16410 0.1 0.6 0.2
C 5.03401 -0.20852 -4.11767 -0.2 -0.2 -0.9
C 5.61546 -1.47897 -4.79768 -1.9 1.8 -1.5
O 2.84214 2.34857 -4.26406 1.0 0.1 0.2
C 1.75832 2.01060 -5.09672 -0.1 -2.4 -0.4
C 1.10225 0.73815 -4.51011 -1.0 1.3 -0.5
H 4.31092 5.67130 -2.30482 -0.1 0.2 0.2
H 3.24300 4.73549 -3.43042 1.4 -0.1 1.2
H 3.68108 4.07476 -1.79947 -0.2 0.1 0.1
H 5.84991 4.65238 -3.88096 -0.3 -0.3 0.3
H 6.00911 3.88537 -2.30846 0.7 -0.2 0.6
H 5.80785 0.17184 -3.49259 0.7 0.9 0.3
H 4.17568 -0.34231 -3.44065 0.1 -0.4 -0.6
H 6.31613 -1.20164 -5.63744 -0.8 -0.3 1.0
H 6.08647 -2.00438 -4.04186 1.3 -1.1 1.4
H 4.78829 -2.12696 -5.12671 0.4 0.3 -0.4
H 1.09787 2.85408 -5.18560 -0.3 0.3 0.0
H 2.15441 1.68998 -6.07565 -0.4 0.5 0.0
H 1.75479 -0.10513 -4.55454 0.7 -0.5 0.1
H 0.75167 0.90035 -3.49418 0.1 0.1 0.1
H 0.22759 0.48453 -5.11866 0.0 0.0 0.1
C 3.70918 6.73664 -7.19653 0.4 -1.1 -0.2
C 3.05176 6.05570 -5.99578 1.3 0.9 -0.1
O 1.65405 6.20938 -6.07986 -1.8 -0.7 -0.7
P 0.79537 6.42694 -4.77355 1.3 3.1 1.0
O 1.25673 7.59619 -3.95654 -0.8 -1.6 -0.8
O -0.67924 6.61706 -5.30476 -0.1 -0.3 0.0
C -1.23493 5.44398 -5.95943 -0.3 0.4 -0.9
C -2.35047 5.96586 -6.93614 1.1 -0.4 2.0
O 0.85646 5.04147 -4.03977 -0.1 -0.3 0.4
C 0.44221 5.02912 -2.63424 0.0 -1.5 0.0
C 0.30807 3.54753 -2.24562 -0.1 1.4 0.6
H 4.76424 6.43579 -7.23489 0.0 0.4 0.4
H 3.32683 6.14443 -8.01375 -0.4 0.1 -0.7
H 3.59388 7.79050 -7.44003 -0.2 0.0 0.6
H 3.40472 5.01968 -6.08040 -0.7 0.2 0.5
H 3.27366 6.49727 -5.03519 1.0 0.1 0.3
H -0.39340 5.02335 -6.53625 -0.6 -0.3 0.1
H -1.55100 4.74577 -5.16556 -0.1 0.2 -0.5
H -1.85312 6.72926 -7.52307 -0.3 0.0 -0.4
H -2.76321 5.14471 -7.50942 0.0 0.0 -0.3
H -3.12854 6.43024 -6.32125 0.0 0.0 -0.3
H 1.23248 5.47586 -2.01663 -0.4 0.2 -0.3
H -0.51939 5.54324 -2.53658 0.3 0.1 0.1
H -0.40399 3.01643 -2.84254 -0.3 -0.1 -0.5
H 1.26909 3.08185 -2.26820 0.7 -0.4 -0.2
H -0.03575 3.52959 -1.21694 0.0 0.0 0.2
C -4.22870 -9.68878 6.70092 0.7 0.1 0.6
C -4.16659 -8.19517 6.96475 0.8 -0.6 3.2
O -3.05038 -7.58328 6.30894 -0.6 -0.4 -0.1
P -1.62248 -7.43416 6.97980 -0.2 -0.3 2.6
O -1.25678 -8.34001 8.11619 -0.8 1.2 -1.8
O -0.73076 -7.49129 5.71737 0.3 0.1 -0.6
C 0.15941 -8.56753 5.61080 0.6 -2.8 -0.4
C 0.28299 -8.98224 4.14191 0.5 1.3 1.4
O -1.53906 -5.91455 7.39655 -0.5 0.8 0.2
C -2.08969 -4.82213 6.63465 0.9 0.9 -0.6
C -1.32419 -3.52475 6.84789 1.2 0.1 -0.2
H -3.59765 -10.26958 7.38694 0.0 0.4 -0.1
H -5.19261 -10.16268 6.73993 -0.7 0.2 -0.1
H -3.79950 -9.78116 5.74018 0.2 -0.6 -1.3
H -5.04244 -7.65120 6.73028 -0.8 0.5 -0.8
H -4.04907 -8.07701 8.09086 0.0 0.2 -1.2
H 1.12746 -8.28826 5.98429 0.4 0.3 0.3
H -0.15754 -9.49365 6.20279 0.1 1.5 -0.5
H -0.71327 -9.08276 3.78594 -0.7 -0.1 -0.8
H 0.86014 -8.19385 3.66084 -0.3 -0.1 -0.5
H 0.81424 -9.90740 4.09961 0.3 -0.7 -0.2
H -2.00502 -4.97361 5.56540 -0.3 -0.8 -0.2
H -3.10110 -4.55360 6.90707 -0.5 -0.8 0.1
H -0.19002 -3.65904 6.68561 -2.0 0.3 0.1
H -1.77209 -2.74725 6.17019 0.6 -0.7 0.4
H -1.51072 -3.18282 7.85579 0.3 0.2 0.4
C 2.61896 -0.53587 -1.12661 2.6 1.9 0.8
C 1.94685 -0.65874 0.15748 -3.1 0.3 0.4
O 0.62590 0.01407 -0.07293 0.0 0.0 -1.3
P -0.29418 0.49566 1.06957 1.1 0.1 3.6
O 0.16959 1.63949 1.91384 -0.2 -0.9 -1.3
O -1.71384 0.59048 0.49624 -0.8 0.0 -1.0
C -2.04163 1.72229 -0.30920 -1.7 0.5 0.8
C -3.57875 1.63829 -0.47657 -0.1 0.8 -0.5
O -0.49748 -0.77015 2.01241 0.4 0.9 0.1
C -1.42927 -1.79822 1.75882 1.0 -1.3 -1.4
C -1.48846 -2.58937 3.00302 0.6 -1.1 0.9
H 2.49732 0.49778 -1.47853 0.0 -0.3 -0.1
H 3.70712 -0.68827 -0.96472 -0.5 -0.2 -0.3
H 2.22331 -1.21775 -1.79236 -0.6 -1.4 -1.7
H 1.60866 -1.66297 0.38953 0.7 -0.3 0.4
H 2.27748 -0.11203 0.99994 1.4 0.1 0.8
H -1.71244 2.61427 0.28824 -0.5 -0.4 -0.9
H -1.51409 1.66889 -1.24674 0.2 0.0 -0.4
H -4.00189 0.75971 -0.97664 0.8 -0.3 -0.1
H -4.10587 1.64597 0.47733 0.2 0.4 0.1
H -3.95069 2.47363 -1.10068 0.3 -0.2 0.5
H -2.39272 -1.45779 1.41950 -0.2 0.5 -0.1
H -0.97719 -2.46174 0.95819 -0.7 0.7 0.4
H -1.30923 -1.97565 3.86818 -0.2 0.6 0.3
H -2.43107 -3.09773 3.15684 -0.1 -0.3 -0.2
H -0.62981 -3.28005 3.00565 -0.5 -0.2 0.1